Density functional theory data (the ωB97M-V functional and the def2-TZVPD basis) for a cluster of 2 separate species, C10H14NS2 in total at a distorted geometry.

Cartesian coordinates (Å):
C  -0.18039  -2.25690  -0.30509
C  1.10321  -3.50718  1.32946
H  0.87794  -0.22627  2.25291
C  0.38212  -3.45966  0.11980
C  1.34251  -2.33438  2.06128
H  1.33699  -0.16205  -1.48936
S  -1.95668  0.11174  -1.03534
S  -0.99903  1.27460  1.47163
C  -0.88604  0.04486  0.28359
C  -0.74823  2.78158  0.47427
C  0.76050  -1.13822  1.66038
H  0.22931  -4.36555  -0.47461
C  -1.34904  1.70113  -1.71480
C  -1.61940  2.86301  -0.76692
H  1.95185  -2.34918  2.97073
H  1.88319  0.65531  -0.16002
H  -1.93553  1.78846  -2.63828
H  -1.00227  3.57348  1.19522
N  1.68061  0.74583  -1.16248
H  -2.67713  2.87843  -0.46818
H  -0.77219  -2.19288  -1.22543
H  -1.42527  3.81399  -1.28373
H  0.31712  2.79639  0.21028
H  -0.26894  1.59709  -1.88712
H  1.47866  -4.46080  1.69805
C  -0.08030  -1.11740  0.52627
H  2.55642  0.94458  -1.64251

Calculated values
LUMO energy = -5.92 eV
E = -33750.515 eV
charge = +1
gap between HOMO and LUMO = 6.92 eV
highest occupied orbital energy = -12.84 eV

These are the Mulliken partial charges, in e, on atoms 1 to 8: -0.21 -0.29 0.42 -0.74 -0.78 0.22 -0.05 -0.04

Density functional theory data (the ωB97M-V functional and the def2-TZVPD basis) for the ion CH4FN2O with charge +1 at a distorted geometry.

Cartesian coordinates (Å):
N  -1.07685  0.19028  -0.89877
H  0.23580  -0.78700  1.36725
F  1.00038  -0.02450  -1.62934
H  2.66148  0.44426  0.53288
H  -1.24818  0.47279  -1.89046
N  0.80468  -0.11992  0.76631
O  2.20807  -0.27901  0.86866
C  0.15684  -0.02637  -0.63946
H  -1.85809  0.18082  -0.25159

Calculated values
LUMO energy = -4.82 eV
E = -8837.105 eV
charge = +1
gap between HOMO and LUMO = 10.62 eV
structure (SMILES) = N/C(F)=[NH+]/O
highest occupied orbital energy = -15.44 eV

These are the Mulliken partial charges, in e, on atoms 1 to 8: -0.25 0.33 -0.12 0.35 0.29 -0.14 -0.32 0.59